(1)
The following is a DFT calculation (ωB97M-V/def2-TZVPD) of a structure of composition C35H25ClInN5O6S.

```
74
Properties=species:S:1:pos:R:3
In 0.02458 -0.04441 -0.06846
O 3.27074 -1.58020 3.00781
C 2.95183 -0.71038 3.98643
C 3.55924 -0.89684 5.22753
C 3.25278 -0.06250 6.28210
C 2.33594 0.97556 6.12540
C 1.74722 1.17198 4.89357
C 2.04526 0.34785 3.80455
C 1.40483 0.59637 2.49217
O 1.59196 -0.24478 1.54391
N 0.67188 1.70466 2.39340
N 0.10319 1.76983 1.17025
C -0.34576 2.86249 0.70257
C -0.81849 2.88064 -0.69070
C -1.32028 4.03868 -1.26349
C -1.69798 4.01704 -2.59456
C -1.55972 2.84532 -3.31994
C -1.05006 1.73125 -2.67568
N -0.69351 1.74958 -1.39753
H 2.69579 -1.34768 2.24493
H 4.26232 -1.71194 5.33541
H 3.72883 -0.22292 7.24157
H 2.09004 1.62100 6.95739
H 1.04477 1.97864 4.73838
H -0.29910 3.77996 1.28075
H -1.40105 4.93855 -0.66883
H -2.08867 4.90996 -3.06475
H -1.82978 2.79126 -4.36446
H -0.90903 0.79367 -3.20089
O 2.66747 1.50301 -3.02389
S 2.65494 0.91877 -1.70652
O 2.36656 1.76871 -0.57982
N 1.59182 -0.29482 -1.59242
C 1.36014 -1.12724 -2.68502
C 2.18373 -1.32169 -3.77073
C 1.83142 -2.21070 -4.80680
C 0.66635 -2.91892 -4.78246
C -0.20859 -2.75256 -3.68483
C -1.42989 -3.45051 -3.56285
C -2.22606 -3.25572 -2.47231
C -1.81216 -2.34092 -1.49023
N -0.68996 -1.66631 -1.57734
C 0.13326 -1.86161 -2.64890
C 4.24305 0.18578 -1.45618
C 5.30814 0.61031 -2.23707
C 6.56651 0.07135 -2.00769
C 6.74601 -0.87583 -1.00971
C 5.67111 -1.29373 -0.23470
C 4.41096 -0.76478 -0.45772
H 3.11501 -0.78067 -3.84416
H 2.51401 -2.32773 -5.63866
H 0.40207 -3.60268 -5.57846
H -1.71791 -4.14474 -4.34348
H -3.15906 -3.78641 -2.34712
H -2.41407 -2.17255 -0.60886
H 5.14261 1.34771 -3.01044
H 7.40678 0.39317 -2.60893
H 7.72984 -1.29142 -0.83344
H 5.81339 -2.02599 0.54898
H 3.56155 -1.07693 0.13259
Cl -5.62093 -3.51423 3.87946
C -4.19716 -2.86129 3.11575
C -2.94321 -3.44919 3.37011
C -1.80911 -2.96283 2.78322
C -1.84778 -1.85232 1.89128
O -0.74961 -1.43503 1.37272
C -3.12668 -1.27418 1.65396
C -3.30081 -0.14841 0.78352
O -2.42873 0.40680 0.11678
C -4.28311 -1.79168 2.27971
H -2.88713 -4.29327 4.04552
H -0.84133 -3.40279 2.98439
H -4.33268 0.23674 0.70993
H -5.24246 -1.32706 2.08308
```

HOMO energy   -0.292 hartree
Total charge   0
Maximum force   0.4 eV/Å
LUMO   -0.49 eV
2S+1   1
ΔE to the lowest compared entry with this formula, charge and spin   0.060 eV
E   -84970.24604 eV

(2)
The following is a DFT calculation (ωB97M-V/def2-TZVPD) of a structure of composition C42H44O3P2SZr at a distorted geometry.

```
93
Properties=species:S:1:pos:R:3
Zr 0.24629 -1.31287 -2.42578
C 1.58665 -0.05247 -3.63595
C 0.76830 0.72043 -2.57977
C -0.37280 1.65642 -2.87201
C -1.71118 1.01214 -3.14942
C -1.76424 -0.44042 -2.54540
C -1.45024 -1.56558 -3.50588
C -0.79118 -1.21456 -4.78673
C 0.74177 -0.78250 -4.83903
C -1.04395 0.32474 2.79704
H 2.15674 0.72078 -4.18453
H 1.53732 1.49412 -2.15804
H -0.09367 2.37598 -3.65017
H -0.45975 2.28785 -1.97530
H -2.51456 1.58513 -2.66216
H -1.83553 1.04457 -4.24304
H -2.80120 -0.59620 -2.26992
H -2.09177 -2.43816 -3.46339
H -1.37153 -0.44298 -5.31593
H -0.86700 -2.11076 -5.41711
H 1.30078 -1.63296 -5.26659
H 0.72881 0.01575 -5.59499
H -0.45625 -0.48167 2.34210
H -1.92238 -0.10627 3.29825
H -0.41845 0.82666 3.55044
P 2.59957 1.44120 -0.58214
P -1.53048 1.43711 1.46312
C 1.18933 1.11550 0.52388
C 0.02636 1.84210 0.59713
C 3.83304 2.43760 0.09591
C 4.56429 3.32618 -0.72764
C 5.78425 3.76800 -0.24941
C 6.25345 3.34625 1.00740
C 5.49621 2.48370 1.81494
C 4.23234 2.08984 1.39648
C 3.16946 -0.14303 -1.42825
C 2.78261 -0.73580 -2.72501
C 3.21444 -2.04388 -3.01402
C 3.81789 -2.83653 -2.02845
C 4.09025 -2.28746 -0.78684
C 3.96270 -0.91904 -0.56845
C -2.41923 2.86544 2.14618
C -1.68857 4.00381 2.54491
C -2.32936 5.05442 3.21040
C -3.71243 4.99651 3.43105
C -4.45919 3.88969 3.00849
C -3.81289 2.82970 2.36395
C -2.72654 0.51596 0.41917
C -2.73934 -0.89191 0.49275
C -3.68554 -1.64594 -0.19658
C -4.63504 -1.01910 -1.00953
C -4.61768 0.37681 -1.11905
C -3.67633 1.14052 -0.41825
H 1.30176 0.22069 1.14688
H 0.01627 2.83166 0.13118
H 4.15063 3.61545 -1.69571
H 6.37507 4.44561 -0.86365
H 7.22075 3.69655 1.36109
H 5.86065 2.11556 2.76952
H 3.54328 1.50017 2.00957
H -1.30956 -0.39832 -1.49711
H 3.00240 -2.48824 -3.98883
H 4.04327 -3.89249 -2.22691
H 4.48663 -2.92472 -0.00492
H 4.48202 -0.49091 0.29863
H -0.62093 4.05965 2.32362
H -1.75421 5.91979 3.55460
H -4.21847 5.82072 3.93011
H -5.54003 3.84937 3.17663
H -4.39363 1.97365 2.01598
H -2.02403 -1.40853 1.13493
H -3.67447 -2.73039 -0.08669
H -5.36390 -1.61629 -1.56351
H -5.35117 0.87347 -1.75708
H -3.71076 2.23229 -0.49770
C -1.24734 -4.07478 5.31653
C -0.84207 -3.83900 3.88047
C 0.16816 -2.92063 3.57921
C 0.57516 -2.68189 2.26762
C -0.05785 -3.34158 1.20357
C -1.13322 -4.20401 1.48271
C -1.47613 -4.48266 2.80904
S 0.72356 -3.19269 -0.35643
O 1.04040 -1.69675 -0.35415
O 1.84517 -4.08914 -0.39603
O -0.27897 -3.33843 -1.47670
H -0.37455 -4.35427 5.91871
H -1.68480 -3.18508 5.79878
H -1.95881 -4.90408 5.38493
H 0.63570 -2.35763 4.39158
H 1.40134 -1.99587 2.07387
H -1.67354 -4.66755 0.65958
H -2.26834 -5.20357 3.03725
```

HOMO energy   -0.434 hartree
Total charge   +2
Maximum force   5.2 eV/Å
LUMO   -5.58 eV
2S+1   1
ΔE to the lowest compared entry with this formula, charge and spin   2.752 eV
E   -81084.77251 eV